*w*
The following is a DFT calculation (the ωB97M-V functional and the def2-TZVPD basis) of C17H27N3O2 in the gas phase.

- Gap between HOMO and LUMO: 9.24 eV
- E_HOMO: -0.3079 Eh
- LUMO: 0.86 eV

Each atom is followed by the atoms it is bonded to, with distances in Å.
Geometry (Å):
1 C 0.20 -5.70 3.22  C2 1.487, H23 1.112, H24 1.078, H25 1.089
2 C 0.97 -4.58 2.61  C1 1.487, C3 1.627, C22 1.519, H26 1.113
3 C 0.48 -3.20 3.34  C2 1.627, C4 1.530, H27 1.093, H28 1.148
4 C 1.19 -2.04 2.65  C3 1.530, C5 1.530, H29 1.134, H30 1.060
5 C 0.80 -2.01 1.17  C4 1.530, N6 1.497, C21 1.539, H31 1.120
6 N 1.14 -0.66 0.62  C5 1.497, C7 1.393, C20 1.367
7 C 2.30 -0.39 -0.10  N6 1.393, N8 1.322, H32 1.115
8 N 2.28 0.86 -0.54  C7 1.322, C9 1.390
9 C 1.09 1.37 -0.03  N8 1.390, C10 1.494, C20 1.322
10 C 0.54 2.70 -0.44  C9 1.494, C11 1.599, C14 1.598, C15 1.585
11 C 0.61 3.94 0.56  C10 1.599, O12 1.178, O13 1.339
12 O 1.18 3.80 1.58  C11 1.178
13 O 0.28 5.20 0.23  C11 1.339, H33 0.965
14 C 0.83 3.07 -1.97  C10 1.598, C15 1.536, H34 1.036, H35 1.089
15 C -0.53 2.46 -1.59  C10 1.585, C14 1.536, C16 1.573, H36 1.060
16 C -1.80 3.38 -1.61  C15 1.573, C17 1.549, H37 1.069, H38 1.158
17 C -2.07 4.17 -2.91  C16 1.549, C18 1.502, H39 1.064, H40 1.091
18 C -2.36 3.25 -4.06  C17 1.502, N19 1.439, H41 1.104, H42 1.136
19 N -3.49 2.39 -3.84  C18 1.439, H43 1.047, H44 1.017
20 C 0.41 0.49 0.68  N6 1.367, C9 1.322, H45 1.076
21 C 1.36 -3.20 0.37  C5 1.539, C22 1.640, H46 1.130, H47 1.133
22 C 0.95 -4.62 1.10  C2 1.519, C21 1.640, H48 1.015, H49 1.087
23 H 0.40 -6.68 2.74  C1 1.112
24 H 0.34 -5.80 4.28  C1 1.078
25 H -0.84 -5.60 2.92  C1 1.089
26 H 2.03 -4.72 2.93  C2 1.113
27 H -0.60 -3.06 3.24  C3 1.093
28 H 0.58 -3.36 4.47  C3 1.148
29 H 1.00 -1.12 3.28  C4 1.134
30 H 2.24 -2.19 2.76  C4 1.060
31 H -0.32 -2.07 1.24  C5 1.120
32 H 3.20 -1.05 -0.18  C7 1.115
33 H 0.50 5.63 1.06  O13 0.965
34 H 1.54 2.49 -2.45  C14 1.036
35 H 0.77 4.09 -2.34  C14 1.089
36 H -0.66 1.47 -1.94  C15 1.060
37 H -2.62 2.71 -1.41  C16 1.069
38 H -1.84 4.09 -0.69  C16 1.158
39 H -2.93 4.78 -2.79  C17 1.064
40 H -1.22 4.86 -3.00  C17 1.091
41 H -2.64 3.90 -4.91  C18 1.104
42 H -1.45 2.63 -4.35  C18 1.136
43 H -4.40 2.90 -3.71  N19 1.047
44 H -3.63 1.69 -4.57  N19 1.017
45 H -0.58 0.49 1.10  C20 1.076
46 H 0.91 -3.28 -0.66  C21 1.130
47 H 2.49 -3.25 0.41  C21 1.133
48 H -0.03 -4.77 0.89  C22 1.015
49 H 1.41 -5.49 0.63  C22 1.087

***

*x*
The following is a DFT calculation (the ωB97M-V functional and the def2-TZVPD basis) of C17H27N3O2 in the gas phase.

- Gap between HOMO and LUMO: 9.11 eV
- E_HOMO: -0.3082 Eh
- LUMO: 0.72 eV

Each atom is followed by the atoms it is bonded to, with distances in Å.
Geometry (Å):
1 C -1.28 -5.48 1.61  C2 1.513, H23 1.086, H24 1.087, H25 1.087
2 C -0.77 -4.31 0.79  C1 1.513, O3 1.216, C4 1.462
3 O -0.24 -4.51 -0.29  C2 1.216
4 C -0.92 -2.98 1.37  C2 1.462, C5 1.400, C21 1.430
5 C -1.77 -2.57 2.40  C4 1.400, C6 1.487, N7 1.340
6 C -2.80 -3.28 3.20  C5 1.487, H26 1.088, H27 1.089, H28 1.088
7 N -1.56 -1.26 2.60  C5 1.340, C8 1.371, H29 1.010
8 C -0.59 -0.77 1.75  N7 1.371, C9 1.468, C21 1.382
9 C -0.29 0.65 1.88  C8 1.468, O10 1.225, N11 1.351
10 O -0.88 1.33 2.71  C9 1.225
11 N 0.67 1.15 1.07  C9 1.351, C12 1.443, H30 1.005
12 C 1.02 2.55 1.04  N11 1.443, C13 1.537, H31 1.092, H32 1.094
13 C 0.61 3.24 -0.27  C12 1.537, N14 1.453, H33 1.102, H34 1.092
14 N 1.71 3.34 -1.20  C13 1.453, C15 1.451, C20 1.451
15 C 1.49 4.30 -2.27  N14 1.451, C16 1.534, H35 1.092, H36 1.095
16 C 0.50 3.81 -3.33  C15 1.534, C17 1.531, H37 1.091, H38 1.092
17 C 0.97 2.48 -3.93  C16 1.531, C18 1.526, C19 1.530, H39 1.097
18 C -0.04 1.94 -4.94  C17 1.526, H40 1.088, H41 1.088, H42 1.088
19 C 1.21 1.48 -2.80  C17 1.530, C20 1.534, H43 1.092, H44 1.093
20 C 2.17 2.09 -1.77  N14 1.451, C19 1.534, H45 1.091, H46 1.096
21 C -0.18 -1.82 0.95  C4 1.430, C8 1.382, C22 1.491
22 C 0.87 -1.80 -0.11  C21 1.491, H47 1.091, H48 1.086, H49 1.091
23 H -0.95 -5.40 2.64  C1 1.086
24 H -0.90 -6.40 1.17  C1 1.087
25 H -2.36 -5.50 1.58  C1 1.087
26 H -3.35 -2.56 3.80  C6 1.088
27 H -2.35 -4.01 3.87  C6 1.089
28 H -3.51 -3.80 2.55  C6 1.088
29 H -2.01 -0.65 3.26  N7 1.010
30 H 1.08 0.54 0.38  N11 1.005
31 H 0.49 3.00 1.88  C12 1.092
32 H 2.10 2.67 1.19  C12 1.094
33 H -0.27 2.72 -0.67  C13 1.102
34 H 0.31 4.27 -0.03  C13 1.092
35 H 1.14 5.24 -1.83  C15 1.092
36 H 2.46 4.49 -2.74  C15 1.095
37 H 0.41 4.56 -4.12  C16 1.091
38 H -0.49 3.68 -2.88  C16 1.092
39 H 1.92 2.65 -4.44  C17 1.097
40 H 0.32 1.00 -5.37  C18 1.088
41 H -0.18 2.65 -5.75  C18 1.088
42 H -1.00 1.76 -4.46  C18 1.088
43 H 1.63 0.56 -3.19  C19 1.092
44 H 0.26 1.24 -2.32  C19 1.093
45 H 2.37 1.38 -0.96  C20 1.091
46 H 3.13 2.29 -2.26  C20 1.096
47 H 0.58 -1.13 -0.93  C22 1.091
48 H 0.99 -2.79 -0.53  C22 1.086
49 H 1.83 -1.47 0.29  C22 1.091

***

The structure with the most favorable energy is *x*; the runner-up is 80.3 kcal/mol above it.